1.
{
  "formula": "C42H60O30",
  "method": "the ωB97M-V functional and the def2-TZVPD basis",
  "smiles": "O=C1C=CC(=O)C=C1.O=C1C=CC(=O)C=C1.O=C1C=CC(=O)C=C1.COC(=O)OC.COC(=O)OC.COC(=O)OC.COC(=O)OC.COC(=O)OC.COC(=O)OC.COC(=O)OC.COC(=O)OC",
  "spin_multiplicity": 1,
  "orbital_gap_ev": 8.04,
  "e_homo_ev": -9.8,
  "species": ["C", "O", "H", "O", "C", "H", "O", "H", "C", "H", "C", "O", "H", "H", "O", "H", "H", "C", "O", "C", "O", "H", "H", "O", "H", "H", "O", "H", "H", "H", "O", "C", "C", "O", "O", "H", "H", "H", "H", "C", "H", "C", "O", "O", "H", "H", "O", "H", "C", "H", "H", "O", "H", "C", "C", "C", "H", "H", "H", "C", "H", "C", "C", "O", "H", "C", "H", "C", "H", "C", "H", "C", "H", "C", "C", "C", "H", "H", "H", "C", "C", "C", "O", "H", "O", "C", "H", "C", "C", "H", "C", "H", "H", "H", "C", "O", "C", "C", "H", "O", "H", "O", "C", "H", "O", "H", "O", "H", "C", "H", "H", "H", "O", "H", "O", "C", "O", "H", "C", "H", "C", "C", "C", "O", "O", "H", "H", "O", "C", "H", "H", "H"],
  "coordinates": [[-5.08591, 3.90463, -1.32691], [-0.87552, 4.83561, -2.51170], [-1.63139, 0.90297, -3.52293], [5.41666, -5.81276, -1.49319], [0.19067, 4.03986, -2.47061], [5.13841, -3.47157, 0.09438], [-4.75274, 4.69389, 2.71914], [-6.54074, -0.60396, 2.08893], [-7.71191, 5.74728, 4.30901], [3.42012, -1.08942, -2.40079], [-0.93667, 0.36769, -2.86457], [6.58969, 1.27494, 1.56468], [-5.71231, 4.56863, -0.73270], [-2.64879, 5.42233, -1.69020], [4.83698, 0.39395, 2.72851], [2.85547, 4.23307, -4.19923], [-5.40761, -5.87992, 0.33870], [-2.49487, 0.33255, 0.29795], [1.39635, -1.55282, 6.27305], [1.35604, 5.88915, 0.54887], [-6.14798, -2.19566, 0.82539], [1.22601, -3.13513, -3.33879], [4.07414, -4.92084, 0.39485], [-3.30513, 1.16858, 0.08527], [-8.03052, 6.85558, 4.40480], [-2.90836, 3.90751, 2.07800], [-5.91734, -4.13919, 2.02731], [2.69906, -3.90770, -4.02023], [5.97846, 2.76879, 2.72035], [7.67835, 2.91037, 2.24432], [2.35403, 0.19052, -3.63449], [-2.05356, 4.51833, -1.68250], [1.66194, -4.07014, -3.77986], [1.18850, -0.78577, -1.88998], [1.75985, 2.52374, 1.57300], [4.79738, 5.50829, 0.23405], [3.05310, 0.17511, 1.28654], [5.37273, -6.79387, -3.74069], [1.14021, -4.39056, -4.72283], [1.01310, 4.63676, 0.91911], [6.61986, -5.60143, -3.76777], [-6.94494, -1.56596, 1.86295], [0.44921, -2.33359, 0.98213], [0.32755, 0.58197, -3.45157], [-3.95814, -5.32359, 1.19714], [-0.04352, 4.37708, 1.13415], [-4.09258, 2.24140, -3.03222], [7.15469, 1.77213, 3.44802], [4.20062, -2.36080, 3.50844], [-3.54564, -1.33284, -0.63209], [3.88050, -1.23662, -4.15253], [-4.91165, -3.88763, 0.12297], [4.04483, -1.44100, 6.85493], [2.20789, -1.52843, 5.39531], [1.27264, -0.06449, -2.87747], [2.09718, 3.62594, 1.11883], [-4.68304, 4.35807, -2.22133], [-1.26002, 1.77875, 1.37607], [-4.47678, 3.06670, 1.52041], [-0.35553, -1.50151, 0.69459], [2.72843, 3.49689, -2.58336], [-1.23796, 0.75395, 0.99554], [-5.89328, 4.53430, 3.43596], [-6.52398, 5.70992, 3.49992], [-2.56843, 3.66543, -2.10364], [1.60742, -7.03362, -1.08134], [-3.83273, 2.82724, 3.11972], [-4.53528, -5.24697, 0.31359], [0.95897, -1.24700, 3.65890], [4.78363, -4.99447, -2.09260], [-8.49707, 5.24828, 3.74188], [2.73146, 6.06397, -0.00293], [-1.79872, 4.28694, -0.67096], [-5.05257, 1.86831, -2.39829], [3.57720, -0.16470, 0.44515], [2.25512, 3.61772, -3.57026], [-6.10507, 0.36532, -0.56949], [-1.55120, -2.96790, -0.27612], [4.38460, 0.13108, -3.18355], [-5.67968, -3.42776, 1.07420], [1.95224, -1.61777, 3.92888], [4.17779, -3.97977, -0.03667], [1.05752, 4.49507, -3.38206], [-7.53954, 5.35375, 5.28940], [-6.25267, 3.47860, 3.91224], [2.82407, -2.11266, 3.06547], [-0.80880, 0.99309, -1.95427], [3.79808, 5.19760, 0.35823], [-3.94199, 3.54963, 2.32874], [-8.00048, -1.42285, 1.52872], [-1.58394, -1.92253, -0.02231], [4.15252, 3.30600, 1.27812], [2.28527, -6.26823, -0.57642], [-1.07498, -0.67654, -2.64376], [0.45943, -5.37067, -2.32383], [-5.76511, 2.64900, -1.54250], [3.59545, -0.59260, -3.30534], [3.43303, 3.99270, 0.82691], [2.69432, -2.38431, 2.03935], [0.39213, -6.41606, -1.46974], [2.03385, -7.55104, -1.91106], [4.89416, 0.37172, 0.46091], [5.43199, 0.62561, 1.67376], [-6.69811, -0.84075, -1.76467], [5.01684, -2.66426, 2.64215], [5.34379, -5.72643, -5.12799], [-0.53975, -4.78703, -2.59488], [1.53041, -7.78672, -0.32737], [6.87665, 2.22686, 2.53820], [3.56480, -1.25381, 0.45069], [2.03598, 2.70208, -4.04284], [-6.89282, -2.24094, 2.65041], [-5.52017, 0.65230, -2.53650], [-4.21226, 3.66510, -0.66802], [2.86500, 7.05831, -0.72559], [-0.19998, -0.10237, 1.11126], [0.41109, 3.19567, -1.68617], [-7.46460, 0.78959, -1.65930], [5.59767, -5.82287, -4.05910], [5.67796, -2.30641, 5.07968], [3.72117, -1.59763, 5.79128], [-6.50560, 0.23299, -1.55445], [-2.59245, -1.09483, -0.17868], [1.66237, -5.18880, -2.85615], [3.98472, -4.07669, -1.47133], [0.63060, 6.66103, 0.35324], [-3.82238, -5.43002, -0.49504], [4.74350, -4.85429, -3.42387], [4.62472, -2.10985, 4.92264], [0.74775, 0.14645, 1.62065], [3.08715, 0.12492, -0.46500], [3.34168, -3.40117, 0.38673]],
  "lowdin_charge": [-0.04, 0.02, 0.11, 0.13, -0.65, 0.11, -0.02, 0.08, -0.04, 0.05, 0.00, 0.01, 0.10, 0.10, 0.10, 0.08, 0.10, -0.38, 0.11, 0.04, -0.01, 0.11, 0.07, 0.11, 0.12, 0.10, 0.10, 0.06, 0.08, 0.11, -0.01, 0.00, -0.01, 0.09, 0.09, 0.12, 0.05, 0.07, 0.12, 0.02, 0.10, 0.00, 0.12, 0.02, 0.09, 0.12, 0.10, 0.08, -0.38, 0.12, 0.10, 0.00, 0.13, -0.36, -0.63, -0.37, 0.08, 0.11, 0.07, -0.41, 0.10, 0.05, -0.59, -0.01, 0.06, -0.05, 0.09, -0.02, 0.12, -0.60, 0.09, -0.39, 0.07, -0.62, -0.03, 0.03, 0.07, 0.12, 0.09, -0.62, 0.03, -0.02, 0.01, 0.08, 0.11, 0.00, 0.09, 0.05, -0.03, 0.11, 0.03, 0.12, 0.11, 0.09, -0.62, -0.02, 0.03, 0.03, 0.07, 0.01, 0.09, 0.02, -0.55, 0.11, 0.08, 0.11, 0.14, 0.08, -0.05, 0.08, 0.06, 0.06, 0.02, 0.07, 0.10, 0.03, 0.14, 0.11, -0.02, 0.12, 0.04, -0.02, 0.03, -0.02, -0.03, 0.12, 0.10, -0.02, 0.01, 0.11, 0.08, 0.07]
}

2.
{
  "formula": "C6H12MnO5P",
  "method": "the ωB97M-V functional and the def2-TZVPD basis",
  "e_above_lowest_kcal_mol": 77.23,
  "s2": 8.756,
  "total_charge": 1,
  "spin_multiplicity": 6,
  "orbital_gap_ev": [4.47, 4.68],
  "e_homo_ev": [-11.6, -11.5],
  "species": ["O", "C", "H", "H", "H", "Mn", "H", "H", "C", "C", "O", "O", "P", "H", "H", "H", "H", "C", "H", "H", "H", "C", "C", "O", "O"],
  "coordinates": [[-3.81989, 1.68577, 0.79499], [2.05505, -0.39425, -0.63625], [4.03059, 0.81291, 0.61469], [-4.77889, -0.81626, -0.50331], [-0.80000, 0.90794, -0.65893], [0.33966, 0.42675, -2.36504], [-1.66589, -1.75104, 0.63765], [1.23967, -0.74984, -1.35916], [3.70741, 1.27340, -0.34676], [-0.87168, -1.05461, 0.26694], [2.61703, 0.86299, -1.10636], [-3.31402, 1.16488, -1.62292], [-3.14156, 0.59385, -0.25760], [0.70553, -2.30108, 1.21465], [-0.58217, -1.44841, -0.74876], [1.41689, 0.77373, 1.10421], [2.88548, -1.14152, -0.72870], [-1.35965, 0.43248, 0.19968], [-3.48716, 2.55309, 0.50220], [2.44088, -0.63796, 1.49170], [0.02520, -0.98502, 2.25309], [1.57322, -0.30489, 0.86360], [0.36480, -1.23824, 1.22003], [-3.88674, -0.86496, -0.11863], [4.30626, 2.20031, -0.71098]],
  "lowdin_charge": [-0.15, -0.22, 0.17, 0.10, -0.09, 1.24, 0.11, 0.02, -0.32, -0.30, -0.12, -0.33, 0.46, 0.13, 0.07, 0.13, 0.16, -0.09, 0.08, 0.13, 0.13, -0.16, -0.18, -0.14, 0.17]
}

3.
{
  "formula": "C12H39NO7",
  "method": "the ωB97M-V functional and the def2-TZVPD basis",
  "e_above_lowest_kcal_mol": 15.77,
  "smiles": "COC[C@H](C)N.CCO.CCO.CCO.CCO.O.O",
  "spin_multiplicity": 1,
  "orbital_gap_ev": 9.67,
  "e_homo_ev": -9.2,
  "species": ["H", "H", "H", "H", "H", "H", "H", "H", "H", "H", "C", "H", "H", "C", "H", "O", "H", "H", "H", "C", "H", "C", "H", "C", "C", "O", "H", "H", "C", "H", "H", "H", "C", "H", "O", "H", "C", "C", "O", "C", "H", "H", "H", "H", "H", "H", "H", "H", "O", "O", "H", "H", "C", "N", "H", "H", "O", "H", "H"],
  "coordinates": [[6.36958, -4.53977, -14.61752], [13.40843, -9.86029, -15.38678], [7.77807, -5.70129, -14.97920], [11.87657, -3.74158, -20.29616], [6.92476, -10.24408, -13.41265], [10.14264, -9.97564, -17.61578], [13.79623, -8.57386, -16.53560], [6.84994, -9.67426, -15.87816], [15.78997, -9.69380, -17.35795], [12.16491, -8.81612, -19.76869], [12.43307, -4.19642, -14.37745], [10.39098, -6.62082, -15.84576], [13.64459, -9.02325, -20.77926], [13.15915, -8.43448, -20.00093], [8.73596, -8.73752, -16.02782], [11.21731, -5.53710, -19.44655], [13.83566, -8.40933, -19.14665], [11.00933, -3.04229, -15.42028], [13.26841, -5.28939, -18.93790], [15.35596, -10.02139, -16.41327], [8.62833, -10.10481, -14.01570], [7.44458, -4.71685, -14.65092], [7.33905, -3.78730, -12.77203], [7.96752, -4.53154, -13.26115], [13.82921, -9.65074, -16.37021], [12.95185, -5.57443, -14.33210], [11.90205, -6.56419, -15.91894], [10.54445, -4.73819, -15.40090], [6.99783, -8.94817, -15.07878], [7.86728, -8.82012, -13.14053], [10.44749, -8.62362, -17.00668], [15.03538, -6.60608, -20.30058], [11.14494, -4.53780, -20.43352], [13.24375, -3.49271, -14.56636], [8.09107, -3.89857, -15.57493], [12.23896, -7.07407, -21.24262], [13.00906, -6.96766, -20.47860], [11.39225, -4.05991, -15.49720], [11.16235, -7.16635, -15.99944], [7.67221, -9.60031, -13.87629], [7.86536, -3.01961, -15.26175], [7.95473, -5.36283, -12.55624], [10.10998, -4.29188, -20.19589], [13.25557, -10.19934, -17.11726], [11.76373, -4.19161, -16.51345], [6.10484, -8.32756, -15.00455], [12.09024, -3.85887, -13.39938], [11.26522, -4.72668, -21.50028], [8.04026, -8.18111, -15.67004], [9.82112, -9.07510, -17.57241], [12.55763, -6.58776, -18.30976], [15.39404, -9.70012, -14.51279], [12.55777, -6.05116, -19.25853], [14.29111, -6.49918, -20.97492], [13.63086, -5.54011, -15.00987], [14.60069, -7.09216, -21.73164], [15.97266, -9.50966, -15.25476], [8.98414, -4.13835, -13.26161], [15.52927, -11.09751, -16.41625]],
  "lowdin_charge": [0.11, 0.07, 0.10, 0.08, 0.07, 0.05, 0.06, 0.10, 0.10, 0.08, -0.25, 0.04, 0.07, -0.07, 0.02, -0.19, 0.06, 0.08, 0.11, -0.31, 0.08, -0.34, 0.07, -0.09, -0.08, -0.09, 0.00, 0.04, -0.28, 0.07, -0.01, 0.07, -0.13, 0.10, -0.07, 0.13, -0.40, -0.08, -0.04, -0.09, 0.08, 0.07, 0.10, 0.07, 0.08, 0.12, 0.11, 0.08, -0.14, -0.04, 0.09, 0.08, -0.16, 0.02, 0.07, 0.06, -0.08, 0.07, 0.10]
}

Number 1: electronic energy -3893.4407 Ha. Number 2: electronic energy -2103.9658 Ha. Number 3: electronic energy -1061.8944 Ha.